Entry from the OMol25 dataset: 2 unconnected molecules or ions with the total composition C36H39N4 (wB97M-V/def2-TZVPD).

Properties
LUMO level (eV): -5.48
Frontier orbital gap (eV): 3.6
Molar mass (g/mol): 527.7
E (Eh): -1613.901840
Energy relative to the best compared isomer or geometry (same formula, charge and spin) (eV): 1.120

Geometry as ORCA input:
```
! RIJCOSX wB97M-V def2-TZVPD def2/J DEFGRID3
* xyz 1 1
C -5.623 -2.968 1.442
N -4.961 -2.581 2.669
C -5.543 -3.170 3.858
C -3.648 -2.081 2.649
C -3.422 -0.716 2.305
C -2.154 -0.198 2.278
C -1.005 -1.015 2.528
C 0.270 -0.414 2.395
C 1.546 -1.022 2.407
C 2.678 -0.172 2.610
C 3.956 -0.684 2.696
C 4.191 -2.079 2.552
N 5.511 -2.568 2.608
C 6.086 -3.015 3.859
C 6.170 -3.120 1.440
C 3.079 -2.922 2.330
C 1.796 -2.407 2.185
C -1.241 -2.361 2.942
C -2.522 -2.883 2.951
H -5.298 -2.322 0.621
H -5.395 -4.016 1.172
H -6.710 -2.881 1.562
H -5.234 -2.609 4.749
H -6.637 -3.123 3.778
H -5.248 -4.224 3.988
H -4.290 -0.086 2.097
H -1.994 0.865 2.057
H 0.269 0.682 2.313
H 2.507 0.901 2.702
H 4.809 -0.028 2.850
H 5.723 -2.388 4.680
H 5.821 -4.065 4.078
H 7.179 -2.943 3.807
H 5.898 -2.546 0.547
H 7.257 -3.061 1.579
H 5.899 -4.177 1.272
H 3.235 -4.000 2.270
H 0.980 -3.060 1.875
H -0.403 -2.978 3.274
H -2.673 -3.945 3.167
N 5.942 4.484 -0.325
C 5.043 4.022 -0.916
C 3.951 3.430 -1.642
C 2.814 4.186 -1.981
C 1.762 3.606 -2.673
C 1.797 2.220 -2.989
C 0.660 1.488 -3.489
C -0.661 1.750 -3.146
N -1.665 1.121 -3.784
C -1.396 0.239 -4.900
C -2.751 -0.356 -5.298
C -3.813 0.318 -4.414
C -3.075 1.240 -3.432
C -1.051 2.674 -2.031
C -0.607 2.424 -0.724
C -0.952 3.290 0.317
C -1.733 4.427 0.071
C -2.184 4.670 -1.224
C -1.877 3.790 -2.266
C 3.007 1.516 -2.779
C 4.040 2.091 -2.059
H 2.759 5.232 -1.668
H 0.888 4.201 -2.941
H 0.872 0.688 -4.202
H -0.957 0.800 -5.746
H -0.686 -0.554 -4.617
H -2.946 -0.144 -6.352
H -2.744 -1.437 -5.140
H -4.472 0.936 -5.029
H -4.413 -0.411 -3.867
H -3.254 0.981 -2.371
H -3.436 2.273 -3.569
H -0.022 1.518 -0.531
H -0.616 3.066 1.329
H -1.987 5.106 0.889
H -2.801 5.544 -1.443
H -2.284 3.968 -3.267
H 3.066 0.484 -3.131
H 4.922 1.502 -1.801
*
```

Entry from the OMol25 dataset: a gas-phase ion, C4H13N2 (charge +1) (wB97M-V/def2-TZVPD).

Properties
LUMO level (eV): -2.94
Frontier orbital gap (eV): 11.0
Molar mass (g/mol): 89.2
E (Eh): -269.370535
Energy relative to the best compared isomer or geometry (same formula, charge and spin) (eV): 3.542
Structure (SMILES): C[NH2+][C@@H](C)CN

Geometry as ORCA input:
```
! RIJCOSX wB97M-V def2-TZVPD def2/J DEFGRID3
* xyz 1 1
C 1.935 -0.874 0.537
N 0.527 -0.892 0.188
C 0.159 0.306 -0.710
C -0.457 -0.177 -2.014
C -0.893 1.092 0.272
N -1.324 0.645 1.666
H 2.451 0.152 0.265
H 2.725 -1.544 -0.010
H 2.089 -0.986 1.608
H 0.281 -1.674 -0.380
H -0.064 -1.133 1.043
H 1.244 0.816 -0.790
H -0.247 -1.252 -2.334
H -0.133 0.337 -3.025
H -1.571 -0.199 -2.017
H -0.366 2.126 0.400
H -1.774 0.899 -0.346
H -2.404 0.854 1.605
H -1.125 1.255 2.498
*
```

Entry from the OMol25 dataset: a single C11H12O2 molecule (wB97M-V/def2-TZVPD).

Properties
LUMO level (eV): 0.50
Frontier orbital gap (eV): 10.2
Molar mass (g/mol): 176.2
E (Eh): -576.794074
Energy relative to the best compared isomer or geometry (same formula, charge and spin) (eV): 1.679
Structure (SMILES): CCC[C@@H]1OC(=O)c2ccccc21

Geometry as ORCA input:
```
! RIJCOSX wB97M-V def2-TZVPD def2/J DEFGRID3
* xyz 0 1
C 0.111 -3.022 1.759
C -0.562 -2.778 0.475
C -0.860 -1.354 -0.038
C 0.417 -0.588 -0.203
O 1.203 -0.268 0.990
C 1.438 1.018 1.260
O 2.132 1.419 2.207
C 0.681 1.760 0.172
C 0.616 3.127 -0.099
C -0.201 3.573 -1.141
C -0.771 2.531 -1.941
C -0.647 1.187 -1.812
C 0.180 0.854 -0.746
H -0.666 -2.876 2.604
H 0.919 -2.200 1.832
H 0.395 -4.163 1.748
H -1.458 -3.399 0.373
H 0.137 -3.201 -0.332
H -1.231 -1.474 -1.076
H -1.514 -0.847 0.570
H 1.239 -1.184 -0.752
H 1.237 3.788 0.614
H -0.549 4.662 -1.088
H -1.231 2.982 -2.792
H -1.013 0.454 -2.585
*
```

Entry from the OMol25 dataset: a single C6H9NO molecule (wB97M-V/def2-TZVPD).

Properties
LUMO level (eV): 1.06
Frontier orbital gap (eV): 10.2
Molar mass (g/mol): 111.1
E (Eh): -363.810986
Energy relative to the best compared isomer or geometry (same formula, charge and spin) (eV): 5.803
Structure (SMILES): N[C@@H]1[C@H]2C[C@H]2[C@H]2O[C@@H]12

Geometry as ORCA input:
```
! RIJCOSX wB97M-V def2-TZVPD def2/J DEFGRID3
* xyz 0 1
N -2.161 -0.244 0.297
C -1.090 0.040 -0.776
C 0.207 -0.939 -0.329
C 1.729 -0.716 -0.538
C 1.183 -0.306 0.741
C 0.753 1.183 0.631
O 0.726 1.530 -0.695
C -0.538 1.387 -0.112
H -2.482 -1.403 0.290
H -1.546 -0.239 1.238
H -1.610 -0.043 -1.767
H -0.146 -2.017 -0.430
H 1.926 -0.037 -1.435
H 2.267 -1.510 -0.161
H 1.390 -0.705 1.728
H 0.803 1.899 1.358
H -1.409 2.121 -0.040
*
```

Among the records above, which one has the lowest energy relative to the best compared isomer or geometry (same formula, charge and spin)?
C36H39N4